(1)
Entry from OMol25: the molecule C4H8O2 (ωB97M-V/def2-TZVPD).

```
14
C4H8O2 (ωB97M-V/def2-TZVPD)
C 0.505 0.020 -2.421
O 0.533 0.783 -1.243
C 0.537 -0.022 -0.094
C 0.929 0.874 1.077
C -1.057 -0.004 2.204
O 0.184 0.746 2.139
H 1.464 -0.492 -2.585
H -0.296 -0.735 -2.397
H 0.318 0.712 -3.244
H 1.374 -0.750 -0.108
H -0.396 -0.613 -0.051
H -1.766 0.410 1.485
H -0.899 -1.068 2.018
H -1.429 0.139 3.217
```

**HOMO-LUMO gap**: 0.3338 Ha
**Energy above the lowest of the compared OMol25 structures with the same formula, charge and spin**: 108.5 kcal per mole

(2)
Entry from OMol25: the molecule C5H10N2O at a distorted geometry (ωB97M-V/def2-TZVPD).

```
18
C5H10N2O (ωB97M-V/def2-TZVPD)
C 0.842 -0.428 -1.448
C -1.807 0.434 -0.115
C 0.475 -1.049 -0.243
C -0.290 0.136 0.910
N 1.745 0.571 -1.566
C 0.394 1.278 1.225
O -0.848 -0.510 2.007
N 0.429 -2.309 -0.114
H -0.846 -1.471 1.915
H 0.435 -0.797 -2.381
H 2.091 0.771 -2.496
H 2.049 0.932 -0.652
H 0.050 -2.610 0.782
H -2.454 0.818 0.667
H -2.229 -0.491 -0.508
H -1.637 1.153 -0.910
H 1.161 1.843 0.722
H 0.439 1.729 2.205
```

**HOMO-LUMO gap (spin up / spin down)**: 0.2296 / 0.3014 Ha
**Energy above the lowest of the compared OMol25 structures with the same formula, charge and spin**: 142.3 kcal per mole

(3)
Entry from OMol25: a structure of composition C22H44N3O2OsP3 at a distorted geometry (ωB97M-V/def2-TZVPD).

```
75
C22H44N3O2OsP3 (ωB97M-V/def2-TZVPD)
Os -0.383 0.180 0.489
P -1.884 -1.490 0.732
P 1.296 -0.397 2.201
P 1.309 -1.620 -1.340
H -0.007 2.646 0.310
C 0.143 1.845 -0.486
C -0.982 0.948 -1.126
H -2.042 0.817 -0.711
C -3.557 -0.787 0.946
C -1.940 -2.765 2.061
C -2.018 -2.407 -0.826
C 2.742 0.724 1.967
C 1.096 -0.224 4.045
C 2.107 -2.042 2.246
C 1.162 -1.996 -3.171
C 1.619 -3.339 -0.769
C 3.051 -0.930 -1.362
H 0.335 2.470 -1.388
H -1.013 1.145 -2.206
H -3.636 0.191 0.470
H -3.758 -0.667 2.015
H -4.295 -1.462 0.500
H -2.243 -2.277 2.998
H -0.964 -3.237 2.195
H -2.680 -3.538 1.809
H -1.781 -1.749 -1.671
H -3.055 -2.745 -0.938
H -1.344 -3.269 -0.848
H 3.348 0.642 2.879
H 2.378 1.761 1.866
H 3.308 0.434 1.080
H 1.843 -0.871 4.526
H 0.093 -0.546 4.352
H 1.289 0.808 4.363
H 2.863 -2.109 1.458
H 1.371 -2.851 2.161
H 2.607 -2.125 3.221
H 1.862 -2.781 -3.491
H 1.410 -1.055 -3.680
H 0.154 -2.289 -3.412
H 1.490 -4.013 -1.631
H 0.912 -3.621 0.020
H 2.649 -3.429 -0.388
H 3.454 -1.022 -2.386
H 3.680 -1.498 -0.657
H 3.043 0.137 -1.077
C -0.319 0.469 -5.053
C 0.782 1.190 -4.545
C 1.789 1.608 -5.471
C 1.702 1.327 -6.843
C 0.547 0.666 -7.321
C -0.319 0.067 -6.380
O -1.560 0.321 -4.373
H -1.930 -0.586 -4.363
H 0.782 1.621 -3.564
H 2.654 2.155 -5.121
H 2.424 1.755 -7.498
H 0.345 0.585 -8.382
H -1.173 -0.571 -6.697
C -3.160 1.960 5.272
N -2.164 2.277 4.280
C -1.524 3.479 4.368
C -0.448 3.717 3.590
C -0.176 2.766 2.585
N -0.907 1.617 2.420
C -1.747 1.231 3.427
O -2.151 0.079 3.629
N 0.850 2.919 1.760
H -3.340 2.879 5.847
H -2.798 1.175 5.951
H -4.096 1.649 4.788
H -1.902 4.170 5.120
H 0.128 4.622 3.641
H 1.437 3.709 2.038
H 1.243 1.548 -0.449
```

**HOMO-LUMO gap (spin up / spin down)**: 0.2447 / 0.2122 Ha
**Spin multiplicity**: 5
**Energy above the lowest of the compared OMol25 structures with the same formula, charge and spin**: 70.2 kcal per mole
**Total charge**: +4

(4)
Entry from OMol25: a cluster of 2 separate species, C2H9N3O2 in total (ωB97M-V/def2-TZVPD).

```
16
C2H9N3O2 (ωB97M-V/def2-TZVPD)
N 0.693 -0.714 1.334
C 1.723 -0.009 0.813
O 2.719 0.343 1.421
N 1.559 0.340 -0.516
O 2.741 0.820 -1.116
H 0.684 -0.794 2.337
H -0.206 -0.753 0.846
H 1.096 -0.309 -1.137
H 3.338 0.941 -0.345
C -1.957 0.490 -0.841
N -1.864 -0.668 0.043
H -2.971 0.680 -1.212
H -1.301 0.336 -1.695
H -1.613 1.368 -0.298
H -2.507 -0.559 0.821
H -2.133 -1.512 -0.455
```

**Structure (SMILES)**: NC(=O)NO.CN
**HOMO-LUMO gap**: 0.3513 Ha
**Energy above the lowest of the compared OMol25 structures with the same formula, charge and spin**: 37.4 kcal per mole

(5)
Entry from OMol25: the ion C6H8N with charge +1 at a distorted geometry (ωB97M-V/def2-TZVPD).

```
15
C6H8N (ωB97M-V/def2-TZVPD)
C 1.462 0.836 -0.297
N 0.195 0.170 -0.167
C -1.095 0.587 -0.813
C -2.012 -0.109 -0.252
C -1.374 -1.074 0.666
C -0.018 -1.430 0.231
C -0.079 -0.368 1.214
H 1.693 1.144 -1.369
H 1.296 1.708 0.387
H 2.207 0.080 0.096
H -1.217 1.443 -1.455
H -3.037 -0.230 -0.299
H -1.708 -1.899 1.237
H 0.561 -1.995 -0.447
H 0.489 -0.053 2.016
```

**Structure (SMILES)**: C[N@@+]12C=C[C@H]3[C@@H]1[C@H]32
**HOMO-LUMO gap**: 0.4019 Ha
**Energy above the lowest of the compared OMol25 structures with the same formula, charge and spin**: 125.7 kcal per mole
**Total charge**: +1

(6)
Entry from OMol25: a structure of composition C17H29AsN7OSTl at a distorted geometry (ωB97M-V/def2-TZVPD).

```
57
C17H29AsN7OSTl (ωB97M-V/def2-TZVPD)
Tl 7.448 6.422 11.799
N 6.518 6.554 7.966
C 7.861 6.626 7.991
S 8.578 7.698 9.165
N 8.638 5.854 7.218
C 10.032 6.072 6.945
C 10.418 6.552 5.707
C 11.755 6.675 5.455
C 12.730 6.238 6.418
C 12.333 5.688 7.583
C 10.942 5.538 7.787
H 5.941 7.215 8.510
H 5.975 5.989 7.359
H 8.207 5.090 6.671
H 9.658 6.987 5.069
H 12.088 7.070 4.505
H 13.778 6.336 6.205
H 12.970 5.234 8.307
H 10.661 5.122 8.681
C 8.849 12.880 6.741
C 10.172 13.150 7.521
As 10.596 11.528 8.483
C 11.222 9.963 7.461
C 10.985 10.199 6.015
C 11.609 11.857 10.037
C 12.984 12.377 9.649
H 8.638 13.777 6.172
H 7.964 12.811 7.373
H 8.876 12.036 6.036
H 10.020 13.920 8.241
H 10.924 13.341 6.773
H 10.598 9.118 7.846
H 12.223 9.754 7.769
H 10.003 10.600 5.762
H 10.942 9.182 5.522
H 11.764 10.798 5.488
H 11.699 10.856 10.555
H 11.121 12.432 10.800
H 13.330 11.894 8.730
H 13.637 12.313 10.463
H 13.087 13.476 9.471
N 9.038 11.143 9.212
C 7.902 10.890 9.347
N 6.697 10.889 9.574
C 5.859 9.851 9.700
N 5.177 8.916 9.712
C 7.313 9.416 15.516
N 6.032 9.445 14.804
C 5.808 8.811 13.642
N 4.536 8.766 13.143
O 6.774 8.282 13.028
H 7.431 10.361 16.013
H 8.152 9.346 14.827
H 7.368 8.566 16.221
H 5.306 9.915 15.384
H 3.773 9.205 13.606
H 4.356 8.435 12.203
```

**HOMO-LUMO gap**: 0.3236 Ha
**Energy above the lowest of the compared OMol25 structures with the same formula, charge and spin**: 0.0 kcal per mole
**Total charge**: +2

(7)
Entry from OMol25: a cluster of 2 separate species, C4H9NO in total at a distorted geometry (ωB97M-V/def2-TZVPD).

```
15
C4H9NO (ωB97M-V/def2-TZVPD)
C -1.414 0.238 2.397
C -2.062 -0.050 1.251
C -0.084 -0.107 -0.544
O 0.764 0.180 0.428
N 0.529 -0.229 -1.706
C 1.972 -0.117 -1.901
H 0.158 0.245 1.236
H -1.355 1.262 2.769
H -1.083 -0.553 3.073
H -2.251 -1.074 0.936
H -2.523 0.724 0.639
H -0.010 -0.455 -2.537
H 2.173 0.710 -2.594
H 2.650 0.152 -1.083
H 2.538 -0.927 -2.366
```

**HOMO-LUMO gap**: 0.3363 Ha
**Energy above the lowest of the compared OMol25 structures with the same formula, charge and spin**: 83.4 kcal per mole

(8)
Entry from OMol25: a structure of composition C16H17F3N4O3S at a distorted geometry (ωB97M-V/def2-TZVPD).

```
44
C16H17F3N4O3S (ωB97M-V/def2-TZVPD)
O -0.935 -1.934 0.181
C -0.916 -0.758 0.307
N -2.082 0.049 0.282
C -3.481 -0.529 0.038
C -4.541 0.263 -0.060
C -5.927 -0.049 -0.086
C -6.264 -1.416 -0.239
C -5.166 -2.193 -0.555
C -3.890 -1.807 -0.297
H -3.003 -2.604 -0.233
H -5.424 -3.051 -0.619
H -7.300 -1.491 -0.686
C -6.931 0.899 -0.241
F -6.749 2.091 0.870
F -7.012 1.750 -1.417
F -8.249 0.542 0.185
H -4.319 1.318 0.351
H -2.214 0.895 0.580
C 0.248 0.246 0.510
C 0.531 0.863 -0.623
C 1.773 1.640 -0.604
N 2.764 0.880 0.125
S 4.379 1.650 0.043
O 4.528 2.304 1.383
O 4.528 2.398 -1.505
C 5.544 0.160 -0.113
C 6.071 -0.920 0.767
N 6.810 -1.492 0.044
C 6.542 -1.393 -1.076
N 5.863 -0.317 -1.281
H 5.572 0.323 -2.243
H 7.037 -1.924 -2.123
H 6.060 -0.703 1.859
C 2.539 0.042 1.219
C 1.282 -0.763 1.097
H 1.104 -0.938 2.093
H 1.536 -1.497 0.214
H 2.405 0.961 2.276
H 3.401 -0.393 1.551
H 1.500 2.579 0.304
H 2.252 2.017 -1.282
H 0.628 0.118 -1.245
H -0.333 1.418 -1.088
H -0.160 0.766 1.339
```

**HOMO-LUMO gap**: 0.3217 Ha

(9)
Entry from OMol25: a structure of composition C9H32B2Cl5Mg2O9S3 at a distorted geometry (ωB97M-V/def2-TZVPD).

```
62
C9H32B2Cl5Mg2O9S3 (ωB97M-V/def2-TZVPD)
Mg -3.438 10.082 11.859
Mg -5.656 5.730 15.812
Cl -5.757 12.429 10.295
Cl -3.179 6.845 9.519
Cl -0.058 11.307 12.515
Cl -9.338 5.625 15.933
Cl -3.826 4.865 18.848
B -4.628 8.742 14.705
H -5.329 8.761 15.525
H -3.860 7.987 14.774
H -5.215 8.681 13.802
H -4.090 9.676 14.645
B -4.912 3.434 13.405
H -4.984 2.523 12.832
H -5.412 4.319 13.043
H -5.320 3.256 14.388
H -3.856 3.645 13.483
O -2.730 14.893 20.308
S -3.334 14.366 19.063
O -4.775 14.438 18.900
O -2.645 15.081 17.782
C -3.344 15.262 16.608
C -2.376 15.731 15.599
C -2.668 12.663 18.595
H -4.210 15.904 16.765
H -3.837 14.381 16.197
H -1.637 14.937 15.491
H -1.956 16.724 15.758
H -2.844 15.809 14.617
H -1.627 12.760 18.285
H -3.349 12.355 17.801
H -2.693 11.902 19.375
O -12.170 12.220 17.074
S -11.851 13.662 17.022
O -12.322 14.510 15.954
O -12.054 14.401 18.492
C -11.709 15.726 18.626
C -12.256 16.404 19.880
C -9.925 13.745 16.904
H -12.110 16.313 17.799
H -10.624 15.802 18.556
H -12.063 17.457 19.675
H -11.718 16.104 20.779
H -13.317 16.226 20.053
H -9.743 14.803 16.712
H -9.669 13.068 16.090
H -9.557 13.393 17.868
O 4.952 6.823 17.148
S 3.902 6.022 17.797
O 3.919 4.589 17.648
O 3.774 6.424 19.389
C 2.921 5.702 20.233
C 3.703 5.612 21.585
C 2.165 6.614 17.369
H 2.691 4.725 19.808
H 1.989 6.268 20.229
H 2.876 5.355 22.247
H 4.221 6.560 21.725
H 4.405 4.799 21.397
H 2.158 6.434 16.294
H 2.049 7.667 17.628
H 1.527 5.990 17.995
```

**HOMO-LUMO gap**: 0.1846 Ha
**Total charge**: -3

(10)
Entry from OMol25: a structure of composition C34H27Cl2N4O2PdS2 at a distorted geometry (ωB97M-V/def2-TZVPD).

```
72
C34H27Cl2N4O2PdS2 (ωB97M-V/def2-TZVPD)
Pd -1.378 -1.691 -2.022
Cl -1.917 -0.934 -4.426
C -3.232 -2.027 -4.785
C -4.100 -1.643 -5.782
C -5.132 -2.505 -6.134
C -5.275 -3.728 -5.502
C -4.386 -4.099 -4.509
Cl -4.616 -5.630 -3.753
C -3.334 -3.254 -4.099
S -2.270 -3.720 -2.834
H -3.966 -0.694 -6.280
H -5.826 -2.222 -6.913
H -6.074 -4.404 -5.771
C 8.126 1.328 7.566
O 7.750 2.094 6.432
C 6.791 1.594 5.623
C 6.458 2.387 4.521
C 5.495 1.967 3.635
C 4.839 0.746 3.824
C 5.177 -0.032 4.921
C 6.149 0.377 5.826
C 3.820 0.340 2.852
N 3.441 1.051 1.813
C 2.487 0.288 1.193
C 2.282 -0.892 1.856
N 3.145 -0.852 2.928
C 1.339 -1.879 1.428
C 1.079 -3.094 2.077
C 0.134 -3.945 1.564
C -0.544 -3.575 0.399
N -0.304 -2.442 -0.231
C 0.614 -1.586 0.261
C 0.822 -0.332 -0.458
N 0.089 -0.112 -1.573
C 0.250 1.020 -2.232
C 1.162 2.005 -1.840
C 1.917 1.798 -0.715
C 1.751 0.605 0.003
H 8.895 1.902 8.072
H 8.532 0.359 7.265
H 7.278 1.182 8.238
H 6.974 3.327 4.387
H 5.236 2.577 2.781
H 4.691 -0.982 5.107
H 6.388 -0.252 6.670
H 3.282 -1.557 3.629
H 1.613 -3.360 2.980
H -0.095 -4.887 2.040
H -1.303 -4.217 -0.032
H -0.372 1.161 -3.108
H 1.254 2.909 -2.426
H 2.635 2.527 -0.365
C -4.083 4.204 -4.041
C -3.869 3.083 -3.064
C -4.516 1.861 -3.221
C -4.310 0.818 -2.329
C -3.447 1.008 -1.263
C -2.777 2.210 -1.087
C -3.000 3.242 -1.983
S -3.157 -0.346 -0.144
C -4.301 0.154 1.137
O -3.772 -1.573 -0.755
H -4.959 4.022 -4.662
H -3.224 4.319 -4.705
H -4.222 5.153 -3.524
H -5.196 1.726 -4.053
H -4.801 -0.141 -2.449
H -2.083 2.346 -0.265
H -2.492 4.189 -1.845
H -5.292 0.232 0.690
H -3.990 1.111 1.557
H -4.279 -0.616 1.905
```

**HOMO-LUMO gap (spin up / spin down)**: 0.2627 / 0.1853 Ha
**Spin multiplicity**: 3
**Energy above the lowest of the compared OMol25 structures with the same formula, charge and spin**: 7.6 kcal per mole
**Total charge**: +1

(11)
Entry from OMol25: a structure of composition C40H45N8O5SSn at a distorted geometry (ωB97M-V/def2-TZVPD).

```
100
C40H45N8O5SSn (ωB97M-V/def2-TZVPD)
Sn 1.073 -0.197 0.066
C -5.901 -0.084 2.377
C -4.575 0.013 1.678
C -4.425 0.659 0.465
C -3.177 0.772 -0.177
C -2.948 1.653 -1.280
N -3.753 2.061 -2.216
C -5.010 1.475 -2.716
C -4.771 0.080 -3.295
C -3.925 0.059 -4.578
N -2.516 0.438 -4.353
C -1.581 -0.183 -3.676
C -1.569 -1.452 -3.070
C -2.520 -2.486 -3.294
C -2.403 -3.743 -2.763
C -3.375 -4.848 -3.074
C -1.315 -3.971 -1.903
C -0.390 -2.990 -1.604
C 0.653 -3.287 -0.655
N 1.473 -2.482 -0.076
C 2.283 -3.172 0.959
C 1.470 -3.317 2.239
C 1.043 -1.992 2.851
N 0.173 -1.199 1.950
C -1.048 -1.108 2.329
C -2.171 -0.470 1.651
C -3.419 -0.529 2.256
C -2.041 0.144 0.394
O -0.970 -0.030 -0.322
C -0.444 -1.712 -2.220
O 0.529 -0.899 -2.012
H -6.705 0.318 1.764
H -5.886 0.470 3.317
H -6.141 -1.121 2.615
H -5.291 1.150 0.041
H -1.969 2.115 -1.301
H -3.416 2.857 -2.743
H -5.368 2.151 -3.491
H -5.767 1.461 -1.938
H -5.743 -0.356 -3.527
H -4.309 -0.559 -2.537
H -4.313 0.759 -5.316
H -3.964 -0.923 -5.040
H -2.247 1.338 -4.723
H -0.664 0.386 -3.548
H -3.360 -2.308 -3.949
H -4.161 -4.509 -3.746
H -3.844 -5.227 -2.165
H -2.866 -5.686 -3.551
H -1.206 -4.952 -1.449
H 0.707 -4.340 -0.371
H 3.202 -2.621 1.114
H 2.560 -4.156 0.579
H 2.055 -3.865 2.980
H 0.586 -3.925 2.022
H 1.906 -1.382 3.091
H 0.514 -2.168 3.789
H -1.315 -1.564 3.284
H -3.506 -1.029 3.216
C 5.104 -1.597 3.689
N 4.504 -0.345 3.204
C 4.750 0.891 3.965
C 3.736 -0.333 2.168
N 3.048 -0.330 1.230
H 6.178 -1.457 3.794
H 4.921 -2.396 2.976
H 4.677 -1.859 4.657
H 5.825 1.038 4.057
H 4.301 0.804 4.953
H 4.309 1.734 3.441
O 1.612 0.841 3.343
C 1.217 1.746 2.643
N 0.978 1.643 1.260
S 0.494 3.129 0.640
O -0.875 3.046 0.200
O 1.436 3.611 -0.329
C 0.591 3.999 2.145
C 0.351 5.340 2.373
C 0.506 5.783 3.680
C 0.883 4.909 4.700
C 1.123 3.566 4.442
C 0.972 3.124 3.139
H 0.060 6.014 1.579
H 0.336 6.826 3.909
H 0.993 5.288 5.707
H 1.417 2.879 5.224
C 6.025 1.347 -3.842
C 4.867 1.025 -2.955
C 4.388 1.921 -2.006
C 3.318 1.584 -1.206
N 2.687 0.404 -1.313
C 3.152 -0.490 -2.214
C 4.217 -0.209 -3.033
H 6.440 2.328 -3.625
H 5.716 1.323 -4.889
H 6.812 0.600 -3.724
H 4.849 2.891 -1.877
H 2.948 2.271 -0.466
H 2.654 -1.444 -2.253
H 4.548 -0.963 -3.735
```

**HOMO-LUMO gap**: 0.2665 Ha
**Energy above the lowest of the compared OMol25 structures with the same formula, charge and spin**: 0.0 kcal per mole
**Total charge**: +3

Number 10 is which compound?
C34H27Cl2N4O2PdS2